# C16H17CuNS

A structure of composition C16H17CuNS in a non-equilibrium geometry (ωB97M-V with the def2-TZVPD basis set, the OMol25 dataset).

HOMO (spin up / spin down)   -15.545 / -15.534 eV
Net charge   +2
Spin multiplicity   2
LUMO energy (spin up / spin down)   -9.206 / -9.910 eV
Max |F|   0.02644 Eh/bohr

Each line ends with the Löwdin charge.
Element x y z (Å)
C  -0.853  -2.149  1.941  -0.0723
C  0.062  -2.665  0.780  -0.3644
C  -0.803  -2.677  -0.505  -0.0879
C  1.414  -1.860  0.654  -0.0892
C  1.437  -0.879  -0.517  -0.1283
C  1.705  -1.316  -1.833  -0.0014
C  1.697  -0.460  -2.932  -0.0769
C  1.418  0.899  -2.723  -0.0933
C  1.172  1.350  -1.432  -0.3842
C  1.181  0.490  -0.306  -0.1855
N  0.936  0.995  1.018  0.0770
C  -0.243  1.812  1.084  -0.2183
C  -1.152  1.559  2.095  0.0351
C  -2.306  2.373  2.160  0.0546
C  -2.526  3.412  1.206  -0.0167
C  -1.633  3.711  0.207  -0.0367
C  -0.466  2.892  0.137  -0.3767
S  0.773  3.077  -1.089  1.2149
H  -0.298  -1.649  2.749  0.0716
H  -1.657  -1.507  1.530  0.0715
H  -1.382  -3.039  2.329  0.0904
H  0.331  -3.716  0.988  0.1348
H  -1.763  -3.184  -0.299  0.0934
H  -1.080  -1.662  -0.853  0.0809
H  -0.317  -3.202  -1.348  0.0778
H  1.567  -1.292  1.586  0.1060
H  2.245  -2.581  0.595  0.1287
H  1.899  -2.391  -1.932  0.1404
H  1.885  -0.886  -3.939  0.0799
H  1.369  1.608  -3.557  0.1111
H  1.710  1.637  1.233  0.1628
H  -0.920  0.745  2.786  0.1280
H  -3.020  2.161  2.963  0.1395
H  -3.431  4.021  1.273  0.1350
H  -1.812  4.503  -0.522  0.1336
Cu  2.861  -0.132  -5.529  0.8649

Cartesian forces, eV/Å:
C -0.12 -0.69 -0.57
C -0.47 0.30 -0.08
C -0.09 -0.14 -0.14
C -0.26 0.04 0.01
C 0.14 0.22 0.38
C 0.12 -0.55 0.30
C -0.02 0.60 0.92
C 0.11 0.21 -0.66
C -0.12 0.07 1.35
C 0.21 -0.57 -1.09
N 0.08 0.89 -0.62
C -0.53 -0.04 -0.05
C 0.07 0.60 -0.54
C 0.43 -0.24 -0.12
C -0.47 0.24 0.36
C 0.61 -0.35 0.26
C 0.82 -0.83 -0.25
S -1.14 -0.47 -0.07
H -0.25 -0.23 -0.23
H 0.53 0.03 0.30
H 0.24 0.54 0.15
H -0.04 0.52 0.04
H 0.51 0.07 -0.08
H 0.25 -0.35 0.25
H -0.23 0.18 0.36
H -0.01 -0.25 -0.43
H -0.22 0.37 -0.31
H 0.00 0.52 -0.23
H -0.28 -0.01 0.11
H -0.03 -0.21 0.32
H 0.05 -0.49 0.31
H -0.32 0.37 -0.15
H 0.11 0.33 -0.45
H 0.24 -0.34 0.07
H 0.07 -0.26 0.30
Cu 0.01 -0.07 0.27